a.
15
Properties=species:S:1:pos:R:3:mulliken_charge:R:1 method="wB97M-V/def2-TZVPD" smiles=CCC1CC1 e_homo_ev=-10.06 charge=0 homo_lumo_gap_ev=11.298
C -0.66 -1.64 0.86 -0.967
C -0.64 -0.11 0.76 -0.526
C 0.61 0.59 0.20 0.101
C 0.95 0.33 -1.25 -0.461
C 0.19 1.61 -0.85 -0.659
H -1.56 -2.04 1.44 0.325
H 0.43 -2.09 1.24 0.230
H -0.77 -2.17 -0.24 0.214
H -1.45 0.24 0.11 0.222
H -0.81 0.33 1.77 0.315
H 1.40 0.62 0.98 0.386
H 0.42 -0.56 -1.73 0.185
H 2.03 0.45 -1.43 0.241
H 0.79 2.64 -0.97 0.209
H -0.93 1.79 -0.89 0.187

=====

b.
15
Properties=species:S:1:pos:R:3:mulliken_charge:R:1 method="wB97M-V/def2-TZVPD" e_homo_ev=-6.98 charge=0 homo_lumo_gap_ev=5.994
C -1.50 -0.29 1.03 -0.426
C -1.36 0.86 0.17 -0.428
C -0.11 0.08 0.49 -0.014
C 0.76 -0.16 -0.65 -0.236
C 2.13 0.44 -0.46 -1.015
H -1.66 -3.88 -1.31 0.027
H -1.36 -3.54 -1.89 -0.028
H -2.02 -1.22 0.82 0.143
H -1.72 0.68 -0.86 0.243
H -1.47 1.88 0.54 0.243
H 0.46 0.30 1.39 0.377
H 0.79 -1.23 -0.89 0.210
H 2.15 1.48 -0.17 0.279
H 2.93 0.23 -1.17 0.339
H 2.29 -0.32 0.33 0.286

=====

c.
15
Properties=species:S:1:pos:R:3:mulliken_charge:R:1 method="wB97M-V/def2-TZVPD" e_homo_ev=-7.34 charge=0 homo_lumo_gap_ev=7.513
C 0.79 -0.80 -1.50 -0.544
C 0.41 -0.69 -0.14 0.132
C 0.53 0.41 0.74 -0.086
C -2.66 -0.21 0.28 -1.029
C 1.61 1.22 0.73 -1.057
H 1.68 -0.76 -0.70 0.221
H 0.24 -0.05 -2.08 0.264
H 0.65 -1.79 -1.92 0.257
H -0.12 0.58 1.59 0.214
H -2.03 -0.08 1.15 0.194
H -2.54 -1.14 -0.27 0.251
H -3.70 -0.13 0.56 0.310
H 2.16 1.40 -0.18 0.298
H 1.70 1.98 1.50 0.287
H -2.33 0.60 -0.37 0.290

=====

Pick a: it beats the second-best structure by 368.9 kJ/mol.

=====

a.
15
Properties=species:S:1:pos:R:3:mulliken_charge:R:1 method="wB97M-V/def2-TZVPD" smiles="C=CC(C)C" e_homo_ev=-9.57 charge=0 homo_lumo_gap_ev=10.792
C -1.52 0.67 1.28 -0.711
C -0.48 0.80 0.52 -0.160
C -0.09 -0.22 -0.50 0.259
C 0.74 -1.25 0.25 -1.389
C 0.93 0.28 -1.47 -1.300
H -1.78 1.34 2.08 0.313
H -1.99 -0.41 1.36 0.183
H 0.44 1.53 0.61 0.223
H -0.83 -0.74 -1.03 0.473
H 1.35 -0.66 0.86 0.436
H 1.37 -1.81 -0.44 0.367
H 0.19 -2.03 0.87 0.311
H 1.71 0.15 -0.74 0.366
H 0.88 1.34 -1.86 0.298
H 1.19 -0.44 -2.27 0.330

=====

b.
15
Properties=species:S:1:pos:R:3:mulliken_charge:R:1 method="wB97M-V/def2-TZVPD" e_homo_ev=-7.30 charge=0 homo_lumo_gap_ev=8.263
C 0.51 -1.30 -0.20 -0.544
C -1.03 -0.21 0.66 -0.877
C -1.71 0.71 -0.32 -0.828
C 1.28 -0.18 -0.19 0.102
C 1.82 0.93 0.21 -0.690
H 0.71 -2.07 0.54 0.297
H 0.05 -1.60 -1.13 0.321
H -1.62 -1.09 0.91 0.368
H -0.70 0.27 1.58 0.383
H 2.29 -1.18 -1.02 0.077
H -1.91 0.21 -1.27 0.265
H -2.68 1.07 0.06 0.313
H -1.10 1.59 -0.53 0.267
H 2.81 1.20 -0.14 0.279
H 1.27 1.64 0.82 0.267

=====

c.
15
Properties=species:S:1:pos:R:3:mulliken_charge:R:1 method="wB97M-V/def2-TZVPD" e_homo_ev=-8.19 charge=0 homo_lumo_gap_ev=8.694
C -2.22 -0.27 0.17 -1.171
C -0.83 -0.09 0.76 -0.101
C 0.03 0.95 0.17 -0.535
C 1.64 -0.12 -1.12 -1.110
C 1.46 0.59 0.26 -0.151
H -2.17 -0.79 -0.79 0.309
H -2.86 -0.85 0.83 0.334
H -2.68 0.71 -0.01 0.321
H -0.91 0.43 1.74 0.226
H -0.34 -1.06 0.99 0.294
H 1.14 0.47 -1.90 0.354
H 2.70 -0.22 -1.37 0.343
H 1.18 -1.11 -1.10 0.299
H 1.75 -0.10 1.08 0.259
H 2.12 1.46 0.28 0.329

=====

d.
15
Properties=species:S:1:pos:R:3:mulliken_charge:R:1 method="wB97M-V/def2-TZVPD" smiles=CC1CCC1 e_homo_ev=-10.25 charge=0 homo_lumo_gap_ev=11.498
C 1.88 0.03 -0.11 -1.226
C 0.45 0.01 0.35 0.478
C -0.56 1.08 -0.11 -0.774
C -1.65 0.00 -0.03 -0.511
C -0.51 -1.06 -0.10 -0.686
H 1.96 -0.36 -1.16 0.314
H 2.40 1.01 -0.05 0.303
H 2.53 -0.67 0.62 0.271
H 0.30 -0.02 1.45 0.187
H -0.67 1.98 0.50 0.334
H -0.38 1.36 -1.16 0.277
H -2.59 -0.10 -0.70 0.300
H -2.11 0.12 0.97 0.211
H -0.31 -1.53 -1.08 0.281
H -0.75 -1.84 0.61 0.241

=====

Pick d: it beats the second-best structure by 89.4 kJ/mol.

=====

a.
23
Properties=species:S:1:pos:R:3:mulliken_charge:R:1 method="wB97M-V/def2-TZVPD" smiles=CCNC.CCN e_homo_ev=-8.96 charge=0 homo_lumo_gap_ev=10.092
C 0.72 -2.31 0.05 -1.065
C 0.36 -1.60 1.34 -0.424
N 1.26 -0.47 1.58 -0.341
C 0.98 0.18 2.86 -0.902
H 1.75 -2.72 0.11 0.341
H 0.67 -1.61 -0.80 0.180
H 0.03 -3.14 -0.14 0.339
H 0.37 -2.32 2.18 0.372
H -0.67 -1.19 1.27 0.332
H 2.22 -0.83 1.59 0.246
H -0.01 0.65 2.80 0.286
H 1.74 0.97 3.04 0.319
H 0.99 -0.52 3.72 0.328
C -0.64 1.43 -2.96 -0.986
C -1.63 1.23 -1.81 -0.356
N -1.21 1.79 -0.52 -0.561
H -0.47 2.50 -3.13 0.296
H -1.03 0.98 -3.89 0.311
H 0.32 0.95 -2.72 0.265
H -2.60 1.70 -2.07 0.316
H -1.81 0.15 -1.65 0.276
H -1.04 2.80 -0.62 0.226
H -0.31 1.38 -0.24 0.202

=====

b.
23
Properties=species:S:1:pos:R:3:mulliken_charge:R:1 method="wB97M-V/def2-TZVPD" smiles=CCCN.CCN e_homo_ev=-7.84 charge=0 homo_lumo_gap_ev=8.830
C -1.32 0.77 -2.01 -1.096
C 0.09 0.26 -1.72 -0.496
C 1.04 1.50 -0.96 -0.732
N 0.49 2.13 0.17 -0.703
H -1.88 0.94 -1.09 0.288
H -1.28 1.72 -2.54 0.348
H -1.88 0.07 -2.63 0.340
H 0.08 -0.74 -1.27 0.264
H 0.63 0.11 -2.65 0.408
H 1.22 2.20 -1.77 0.456
H 1.97 0.99 -0.69 0.281
H -0.29 2.72 -0.10 0.279
H 0.10 1.29 0.88 0.450
C 0.27 -2.45 1.67 -1.076
C 0.54 -0.97 1.92 -0.342
N -0.49 -0.09 1.35 -0.470
H 1.05 -3.06 2.13 0.365
H -0.69 -2.74 2.10 0.272
H 0.24 -2.66 0.60 0.304
H 1.49 -0.69 1.45 0.204
H 0.61 -0.76 2.99 0.394
H -0.62 -0.32 0.34 0.000
H -1.37 -0.20 1.83 0.262

=====

Pick a: it beats the second-best structure by 79.9 kJ/mol.

=====

a.
20
Properties=species:S:1:pos:R:3:mulliken_charge:R:1 method="wB97M-V/def2-TZVPD" smiles="Cc1nc(C)n(C)c1N=C=O" e_homo_ev=-7.98 charge=0 homo_lumo_gap_ev=8.600
C -1.46 2.40 0.08 -1.100
C -0.49 1.25 0.09 0.625
N 0.87 1.39 0.06 -0.721
C 1.36 0.16 0.07 0.656
C 2.82 -0.03 0.29 -1.278
N 0.37 -0.81 0.02 0.056
C 0.61 -2.24 -0.28 -0.889
C -0.76 -0.08 0.01 0.044
N -1.96 -0.84 -0.03 -0.291
C -3.15 -0.75 -0.13 0.595
O -4.32 -0.78 -0.11 -0.486
H -1.50 2.71 -0.92 0.307
H -2.50 2.06 0.41 0.274
H -0.98 3.35 0.57 0.298
H 2.69 -0.22 1.36 0.315
H 3.28 -0.83 -0.36 0.342
H 3.32 0.87 -0.12 0.314
H -0.15 -2.92 0.28 0.275
H 0.31 -2.44 -1.29 0.308
H 1.66 -2.25 0.01 0.356

=====

b.
20
Properties=species:S:1:pos:R:3:mulliken_charge:R:1 method="wB97M-V/def2-TZVPD" e_homo_ev=-9.45 charge=0 homo_lumo_gap_ev=8.812
C 0.05 -1.70 0.04 0.131
C -0.53 0.82 -1.03 -0.606
C -1.85 0.91 -1.31 -0.495
C -2.50 -0.15 0.64 -0.068
C -1.20 0.19 1.38 -0.820
C -0.12 0.40 0.29 0.724
C 2.70 -0.30 -0.55 -0.835
N 0.17 -2.82 -0.21 -0.596
N -2.78 0.28 -0.51 -0.535
N 1.09 0.80 0.77 -0.201
O 2.06 0.94 -0.28 -0.289
H 0.21 1.08 -1.70 0.538
H -2.12 1.27 -2.19 0.539
H -3.31 -0.74 0.95 0.450
H -1.20 1.17 1.93 0.380
H -1.10 -0.59 2.11 0.322
H 3.06 -0.81 0.32 0.390
H 3.59 0.02 -1.28 0.234
H 2.19 -1.13 -0.91 0.394
H 1.60 0.33 1.53 0.344

=====

Pick a: it beats the second-best structure by 492.4 kJ/mol.

=====

a.
26
Properties=species:S:1:pos:R:3:mulliken_charge:R:1 method="wB97M-V/def2-TZVPD" e_homo_ev=-17.88 charge=+2 homo_lumo_gap_ev=7.432
C -3.91 -0.04 -0.14 -0.397
C -3.17 -0.79 0.81 -0.554
C -3.33 1.11 -0.70 -0.667
C -1.85 -0.61 0.96 0.020
C -1.97 1.26 -0.70 -0.184
C -1.16 0.25 0.05 0.825
C 1.08 -0.65 0.12 0.349
C 0.81 -2.04 -0.36 -1.228
N 2.44 -0.16 -0.22 -0.519
N 0.10 0.32 -0.24 -0.555
N 2.57 1.25 0.07 0.074
N 1.75 1.55 1.17 -0.456
H -4.94 -0.18 -0.14 0.469
H -3.65 -1.53 1.40 0.448
H -3.91 1.73 -1.35 0.394
H -1.21 -0.81 1.96 0.383
H -1.58 2.09 -1.25 0.452
H 1.09 -0.65 1.20 0.333
H 1.75 -2.50 -0.13 0.432
H 0.57 -1.95 -1.45 0.402
H -0.15 -2.53 0.15 0.358
H 2.70 -0.49 -1.15 0.313
H 3.60 1.27 0.35 0.395
H 2.54 1.81 -0.89 0.395
H 0.82 1.87 0.84 0.231
H 2.22 2.19 1.82 0.288

=====

b.
26
Properties=species:S:1:pos:R:3:mulliken_charge:R:1 method="wB97M-V/def2-TZVPD" smiles="Cc1c[nH+]c(C)n1[C@H]1C=NC[NH2+]1" e_homo_ev=-17.19 charge=+2 homo_lumo_gap_ev=10.145
C 1.98 2.22 -0.27 -1.477
C 1.85 0.68 -0.23 0.419
C 2.80 -0.31 -0.27 -0.440
N 2.19 -1.49 -0.06 -0.056
C 0.84 -1.35 0.14 0.598
C -0.17 -2.41 0.33 -1.236
N 0.60 -0.03 0.00 0.233
C -0.62 0.67 -0.22 -0.408
C -1.78 -0.25 -1.28 -0.274
N -2.88 -0.34 -0.70 -0.181
C -3.06 0.44 0.47 -0.321
N -1.49 0.80 0.98 -0.058
H 3.00 2.32 -0.20 0.387
H 1.46 2.52 -1.22 0.395
H 1.67 2.82 0.52 0.378
H 3.85 -0.06 -0.45 0.396
H 2.83 -2.27 -0.12 0.256
H 0.16 -2.96 1.14 0.464
H -1.26 -2.10 0.43 0.221
H -0.07 -3.05 -0.47 0.425
H -0.57 1.71 -0.73 0.449
H -1.60 -0.72 -2.24 0.403
H -3.68 1.31 0.32 0.323
H -3.56 -0.13 1.35 0.338
H -1.42 1.80 1.15 0.371
H -1.06 0.16 1.62 0.394

=====

Pick b: it beats the second-best structure by 317.6 kJ/mol.

=====

a.
9
Properties=species:S:1:pos:R:3:mulliken_charge:R:1 method="wB97M-V/def2-TZVPD" smiles="C[C@@H]1O[N+]1=O" e_homo_ev=-18.57 charge=+1 homo_lumo_gap_ev=11.238
C -1.07 -0.11 -0.35 -0.855
C 0.13 0.23 0.45 0.216
O 1.14 1.15 -0.27 -0.162
N 1.44 -0.10 0.06 0.758
O 2.27 -0.87 -0.06 -0.294
H -0.65 -0.52 -1.26 0.310
H -1.71 0.80 -0.33 0.327
H -1.50 -0.92 0.17 0.347
H -0.04 0.34 1.59 0.353

=====

b.
9
Properties=species:S:1:pos:R:3:mulliken_charge:R:1 method="wB97M-V/def2-TZVPD" e_homo_ev="-16.88 / -16.78" charge=+1 homo_lumo_gap_ev="8.235 / 8.065"
C 0.41 0.60 -0.33 -0.176
C 0.86 -0.62 0.32 -0.146
N -1.55 -0.80 0.17 0.093
O -2.57 0.67 0.05 -0.146
O -0.41 -0.53 -0.36 0.224
H 0.04 1.31 0.31 0.269
H 0.63 0.95 -1.33 0.272
H 1.68 -0.97 -0.22 0.284
H 0.91 -0.60 1.39 0.326

=====

Pick a: it beats the second-best structure by 614.7 kJ/mol.

=====

a.
16
Properties=species:S:1:pos:R:3:mulliken_charge:R:1 method="wB97M-V/def2-TZVPD" smiles="[H]/N=C/N.NCN" e_homo_ev=-8.87 charge=0 homo_lumo_gap_ev=9.719
H -1.15 -1.55 -1.95 0.273
N -1.35 -0.89 -1.18 -0.678
C -1.23 0.31 -1.43 0.043
N -1.80 1.38 -0.76 -0.493
H -0.62 0.75 -2.29 0.303
H -1.17 2.15 -0.78 0.263
H -2.19 1.06 0.18 0.291
N 1.77 0.85 0.77 -0.634
C 1.11 -0.27 1.53 -0.054
N 1.30 -1.55 0.74 -0.643
H 2.19 1.54 1.41 0.243
H 1.03 1.47 0.33 0.204
H 1.43 -0.42 2.65 0.300
H -0.06 0.11 1.69 0.097
H 0.83 -1.57 -0.23 0.233
H 0.92 -2.33 1.37 0.252

=====

b.
16
Properties=species:S:1:pos:R:3:mulliken_charge:R:1 method="wB97M-V/def2-TZVPD" smiles=C[C@@H](N)NNN e_homo_ev=-8.89 charge=0 homo_lumo_gap_ev=10.030
C 1.18 0.99 -1.04 -1.405
C 0.46 -0.15 -0.37 0.796
N 1.52 -1.46 0.00 -0.697
N 0.01 0.15 0.91 -0.546
N -1.52 0.81 0.44 -0.288
N -2.60 -0.05 0.51 -0.456
H 0.45 1.69 -1.45 0.359
H 1.79 0.61 -1.86 0.363
H 1.83 1.50 -0.34 0.322
H -0.24 -0.65 -1.05 0.108
H 2.44 -1.34 -0.41 0.210
H 1.79 -1.61 0.98 0.201
H -0.19 -0.71 1.44 0.280
H -1.61 1.49 1.19 0.262
H -2.67 -0.60 1.36 0.234
H -2.64 -0.66 -0.30 0.256

=====

c.
16
Properties=species:S:1:pos:R:3:mulliken_charge:R:1 method="wB97M-V/def2-TZVPD" smiles=NNCC(N)N e_homo_ev=-8.86 charge=0 homo_lumo_gap_ev=9.895
N 2.19 1.15 -0.27 -0.544
N 1.69 -0.01 0.37 -0.295
C 0.26 0.06 0.84 -0.654
C -0.75 -0.06 -0.29 -0.015
N -2.05 0.32 0.37 -0.631
N -0.80 -1.36 -0.93 -0.618
H 1.52 1.56 -0.93 0.236
H 2.38 1.85 0.44 0.260
H 1.82 -0.79 -0.28 0.272
H 0.14 -0.76 1.55 0.321
H 0.15 1.02 1.36 0.334
H -0.56 0.69 -1.07 0.352
H -2.33 -0.42 1.01 0.241
H -2.77 0.37 -0.35 0.256
H -0.04 -1.51 -1.57 0.247
H -0.85 -2.11 -0.25 0.239

=====

d.
16
Properties=species:S:1:pos:R:3:mulliken_charge:R:1 method="wB97M-V/def2-TZVPD" smiles="[H]/N=C/N.NCN" e_homo_ev=-8.83 charge=0 homo_lumo_gap_ev=9.661
H -3.50 1.92 -0.05 0.233
N -2.56 2.17 -0.37 -0.696
C -1.71 1.70 0.47 0.068
N -0.38 1.71 0.22 -0.409
H -2.04 1.18 1.36 0.363
H 0.32 0.98 0.38 0.300
H -0.07 2.38 -0.47 0.226
N 0.15 -1.60 -1.09 -0.512
C 1.29 -1.76 -0.22 -0.442
N 1.49 -0.68 0.75 -0.584
H 0.40 -1.36 -2.04 0.240
H -0.59 -1.02 -0.74 0.197
H 2.18 -1.80 -0.84 0.315
H 1.20 -2.70 0.33 0.262
H 2.35 -0.17 0.60 0.238
H 1.48 -0.95 1.72 0.203

=====

Pick d: it beats the second-best structure by 55.6 kJ/mol.

=====

a.
23
Properties=species:S:1:pos:R:3:mulliken_charge:R:1 method="wB97M-V/def2-TZVPD" e_homo_ev="-8.71 / -8.55" charge=0 homo_lumo_gap_ev="8.954 / 6.920"
C -0.54 -1.71 -2.62 0.531
C -0.50 -0.86 -3.54 -0.619
C 1.29 0.48 1.80 -0.459
C -0.17 0.22 2.15 -0.666
C 1.28 1.44 0.56 -0.793
C -0.75 -0.65 1.00 -0.900
C 0.60 0.74 -0.62 -0.676
C -0.72 0.25 -0.24 0.515
N -0.62 -2.58 -1.70 -0.440
N -1.79 0.78 -0.54 0.147
O -2.96 0.81 -0.25 -0.574
H -0.34 0.17 -3.87 0.340
H 1.92 1.02 2.57 0.292
H 1.69 -0.55 1.46 0.271
H -0.21 -0.33 2.99 0.425
H -0.63 1.29 2.19 0.271
H 0.65 2.32 0.89 0.310
H 2.29 1.75 0.23 0.360
H 0.01 -1.45 0.70 0.274
H -1.70 -1.03 1.23 0.540
H 0.58 1.46 -1.56 0.280
H 1.25 -0.01 -1.09 0.328
H -0.64 -3.57 -1.74 0.243

=====

b.
23
Properties=species:S:1:pos:R:3:mulliken_charge:R:1 method="wB97M-V/def2-TZVPD" smiles="CNC(C)=O.c1ccncc1" e_homo_ev=-9.22 charge=0 homo_lumo_gap_ev=9.884
C -0.79 -0.81 1.38 -0.971
N 0.03 -1.65 2.25 -0.174
C 1.44 -1.27 2.42 0.659
C 2.22 -2.43 2.91 -0.916
O 1.89 -0.19 2.17 -0.564
H -0.34 0.14 1.10 0.447
H -1.12 -1.38 0.42 0.239
H -1.75 -0.43 1.86 0.245
H -0.33 -2.55 2.36 0.253
H 1.69 -3.39 2.59 0.276
H 2.21 -2.49 4.14 0.233
H 3.38 -2.32 2.67 0.282
C -1.36 0.04 -1.78 -0.198
C -1.98 0.71 -2.84 -0.553
C -1.36 1.92 -3.21 -0.246
N -0.40 2.52 -2.43 -0.572
C 0.22 1.87 -1.41 -0.398
C -0.27 0.54 -1.04 -0.124
H -1.85 -0.85 -1.50 0.322
H -2.89 0.37 -3.28 0.390
H -1.71 2.66 -3.93 0.370
H 0.96 2.26 -0.77 0.443
H 0.52 -0.04 -0.41 0.557

=====

Pick b: it beats the second-best structure by 474.5 kJ/mol.